[1]
The following is a DFT calculation (the ωB97M-V functional and the def2-TZVPD basis) of a cluster of 9 separate species, C18H32Cl10N4 in total at a distorted geometry.

Cartesian coordinates (Å):
Cl: 2.504 0.308 -0.434
C: 0.738 0.228 -0.216
C: 0.115 -0.709 -1.229
Cl: -1.662 -0.631 -1.152
H: 0.317 1.227 -0.274
H: 0.580 -0.113 0.806
H: 0.381 -1.738 -0.979
H: 0.496 -0.559 -2.237
Cl: -5.444 -1.166 -1.350
C: -4.682 -1.232 0.275
C: -5.000 0.073 0.987
Cl: -4.631 -0.157 2.759
H: -3.613 -1.358 0.137
H: -5.076 -2.049 0.873
H: -6.053 0.300 0.866
H: -4.332 0.889 0.736
Cl: 4.196 2.453 3.609
C: 3.279 3.165 2.235
C: 2.156 4.036 2.707
Cl: 2.769 5.405 3.706
H: 2.924 2.328 1.632
H: 4.006 3.676 1.609
H: 1.408 3.574 3.345
H: 1.635 4.517 1.881
Cl: -1.659 4.146 4.144
C: -2.613 2.998 3.145
C: -1.756 2.229 2.172
Cl: -1.082 3.228 0.894
H: -3.359 3.598 2.632
H: -3.069 2.347 3.884
H: -2.340 1.402 1.759
H: -0.957 1.690 2.688
Cl: 1.692 1.581 -3.742
C: 2.895 1.966 -5.019
C: 3.330 0.671 -5.714
Cl: 3.996 -0.473 -4.535
H: 3.758 2.421 -4.541
H: 2.406 2.640 -5.715
H: 4.049 0.917 -6.491
H: 2.434 0.221 -6.137
C: 2.388 -2.645 1.728
C: 2.588 -2.586 3.163
N: 2.688 -2.445 4.298
H: 3.313 -2.620 1.163
H: 1.727 -1.827 1.443
H: 1.839 -3.557 1.485
C: 0.405 -0.030 5.579
C: 0.670 0.136 4.167
N: 0.883 0.263 3.051
H: -0.676 -0.040 5.729
H: 0.737 0.859 6.119
H: 0.886 -0.924 5.964
C: -3.504 -2.434 -3.883
C: -2.790 -3.681 -3.624
N: -2.238 -4.665 -3.412
H: -3.174 -1.620 -3.241
H: -4.576 -2.599 -3.823
H: -3.274 -2.081 -4.891
C: 1.130 -3.506 -3.936
C: 1.480 -3.862 -2.574
N: 1.679 -4.121 -1.473
H: 1.578 -2.529 -4.141
H: 0.059 -3.298 -3.940
H: 1.449 -4.238 -4.667

The SMILES is ClCCCl.ClCCCl.ClCCCl.ClCCCl.ClCCCl.CC#N.CC#N.CC#N.CC#N. For the frontier orbital gap, the calculation gives 10.466 eV. The total energy comes out at -5525.99303 a.u. As for the LUMO energy: 0.00816 Ha.



[2]
The following is a DFT calculation (the ωB97M-V functional and the def2-TZVPD basis) of a structure of composition C18H32GaNO2P2 at a distorted geometry.

Cartesian coordinates (Å):
C: 0.894 -1.131 -4.040
C: 0.946 -0.982 -2.638
N: -0.220 -1.042 -1.955
C: -1.383 -1.326 -2.563
C: -1.425 -1.642 -3.939
C: -0.262 -1.568 -4.709
C: 2.248 -0.957 -1.912
P: 2.043 -0.596 -0.151
Ga: -0.282 -1.005 0.802
P: -2.471 -0.521 -0.146
C: -2.721 -1.351 -1.759
O: 2.503 3.819 -3.824
O: -1.528 3.255 -1.978
H: 1.845 -1.195 -4.554
H: -2.398 -1.887 -4.348
H: -0.282 -1.768 -5.803
C: 3.316 -1.835 0.338
C: 2.795 1.034 0.240
H: -3.535 -0.846 -2.335
H: -3.011 -2.407 -1.552
H: 3.079 -0.509 -2.453
H: 2.632 -1.977 -1.864
C: -3.874 -0.994 0.887
C: -2.813 1.214 -0.512
H: -1.128 3.678 -1.206
H: -1.960 3.914 -2.539
H: 2.892 3.407 -2.965
H: 1.917 3.133 -4.222
H: -0.146 -2.517 1.239
H: 1.038 5.467 -0.475
H: 4.221 -1.481 -0.187
H: 3.524 -1.939 1.408
H: 2.979 -2.780 -0.122
H: 3.887 0.924 0.198
H: 2.443 1.817 -0.449
H: 2.589 1.378 1.263
H: -3.721 1.314 -1.123
H: -3.029 1.783 0.407
H: -1.945 1.592 -1.074
H: -4.787 -0.799 0.305
H: -3.774 -2.060 1.129
H: -3.818 -0.363 1.785
C: -0.332 0.648 2.000
C: 0.395 0.577 3.318
C: -0.256 1.026 4.481
C: 0.427 1.096 5.695
C: 1.770 0.732 5.786
C: 2.419 0.231 4.646
C: 1.720 0.132 3.433
H: -1.393 0.871 2.171
H: 0.087 1.440 1.360
H: -1.299 1.325 4.395
H: -0.119 1.441 6.575
H: 2.312 0.825 6.731
H: 3.460 -0.090 4.692
H: 2.213 -0.299 2.553

For the frontier orbital gap (alpha / beta), the calculation gives 3.379 / 3.379 eV. The total energy comes out at -3517.60317 a.u. As for the LUMO energy (alpha / beta): -0.01245 / -0.01245 Ha.



[3]
The following is a DFT calculation (the ωB97M-V functional and the def2-TZVPD basis) of a structure of composition C18H32GeN5O6SeW.

Cartesian coordinates (Å):
W: -1.058 -1.518 1.428
N: -1.319 0.693 0.786
C: -0.433 1.004 -0.371
C: -0.825 2.196 -1.238
C: -2.180 2.104 -1.947
C: -2.408 3.257 -2.925
N: -1.606 3.094 -4.139
C: -1.698 3.890 -5.210
N: -0.989 3.617 -6.301
N: -2.507 4.942 -5.193
C: -0.296 -0.298 -1.141
O: -0.256 -0.449 -2.314
O: -0.208 -1.352 -0.249
H: -2.282 0.958 0.583
H: -1.039 1.249 1.591
H: 0.561 1.193 0.044
H: -0.019 2.308 -1.967
H: -0.793 3.096 -0.618
H: -2.997 2.154 -1.222
H: -2.282 1.158 -2.484
H: -2.157 4.203 -2.435
H: -3.463 3.285 -3.205
H: -0.902 2.373 -4.159
H: -0.438 2.779 -6.379
H: -0.982 4.243 -7.090
H: -2.977 5.239 -4.356
H: -2.632 5.514 -6.013
O: 0.300 -2.904 2.066
C: 0.996 -2.005 2.712
O: 0.369 -0.861 2.737
C: 2.269 -2.237 3.296
C: 2.863 -3.510 3.223
C: 4.096 -3.717 3.805
C: 4.742 -2.667 4.453
C: 4.139 -1.419 4.506
C: 2.911 -1.174 3.948
N: 4.838 -0.298 5.184
O: 5.874 -0.561 5.739
O: 4.273 0.774 5.168
H: 2.352 -4.316 2.715
H: 4.565 -4.690 3.761
H: 5.710 -2.801 4.919
H: 2.474 -0.188 4.021
C: -2.500 -0.718 2.777
Ge: -2.426 -3.876 1.645
C: -1.537 -5.231 0.572
C: -2.519 -4.326 3.531
C: -4.087 -3.133 0.893
Se: -3.281 -1.666 -0.125
C: -2.704 -2.690 -1.684
H: -2.778 -1.544 3.444
H: -3.409 -0.266 2.381
H: -1.982 0.020 3.399
H: -0.940 -5.847 1.243
H: -0.879 -4.825 -0.193
H: -2.286 -5.863 0.095
H: -1.525 -4.434 3.962
H: -3.009 -5.303 3.571
H: -3.107 -3.627 4.122
H: -4.728 -2.679 1.647
H: -4.693 -3.740 0.223
H: -1.813 -3.268 -1.465
H: -2.503 -1.979 -2.479
H: -3.538 -3.333 -1.955

The calculation puts the energy relative to the best compared isomer or geometry (same formula, charge and spin) at 0.0 kJ/mol. Its total charge is +3. For the frontier orbital gap (alpha / beta), the calculation gives 7.142 / 7.143 eV. The total energy comes out at -5974.80376 a.u. As for the LUMO energy (alpha / beta): -0.37087 / -0.37084 Ha.



[4]
The following is a DFT calculation (the ωB97M-V functional and the def2-TZVPD basis) of a structure of composition C18H32LaNO4 at a distorted geometry.

Cartesian coordinates (Å):
C: -3.114 2.525 -0.267
C: -3.082 1.212 -0.111
C: -2.731 -0.375 -0.200
C: -2.626 -0.852 1.369
C: -1.636 0.073 2.251
C: -0.558 -0.773 3.146
C: 0.946 -0.275 2.705
C: 1.248 1.265 3.156
C: 2.384 1.843 2.087
O: 2.066 3.182 1.591
C: 1.793 3.178 0.160
C: -4.018 -1.191 -0.839
O: -4.744 -1.995 -0.142
O: -4.401 -1.041 -2.209
N: -1.468 -0.638 -0.969
C: -1.384 0.215 -2.192
C: -0.489 -0.379 -3.396
C: 0.370 0.893 -3.995
O: -1.295 -1.951 -1.225
C: -0.298 -2.578 -0.354
C: 1.125 -2.891 -1.048
C: 2.324 -1.882 -0.553
C: 2.378 -0.496 -1.376
H: -2.960 3.658 -0.467
H: -2.317 -1.975 1.441
H: -3.677 -0.795 1.866
H: -2.288 0.659 3.009
H: -1.006 0.823 1.633
H: -0.659 -1.883 2.860
H: -0.733 -0.653 4.278
H: 1.779 -0.965 3.109
H: 0.909 -0.248 1.538
H: 0.304 1.922 2.957
H: 1.583 1.374 4.279
H: 3.394 1.910 2.702
H: 2.533 1.133 1.183
H: 0.807 2.621 -0.119
H: 1.665 4.254 -0.263
H: 2.635 2.686 -0.457
H: -0.889 1.218 -1.859
H: -2.427 0.480 -2.655
H: 0.295 -1.156 -3.089
H: -1.195 -0.719 -4.236
H: 0.906 1.419 -3.102
H: 1.231 0.403 -4.607
H: -0.285 1.602 -4.615
H: -0.738 -3.600 -0.010
H: -0.167 -1.955 0.614
H: 1.088 -3.004 -2.197
H: 1.454 -3.939 -0.649
H: 2.281 -1.683 0.578
H: 3.322 -2.437 -0.781
H: 1.522 0.251 -1.102
H: 2.338 -0.661 -2.531
H: 3.373 0.057 -1.180
La: 3.131 2.134 4.281

Its total charge is +2. For the frontier orbital gap, the calculation gives 1.846 eV. The total energy comes out at -1090.92298 a.u. As for the LUMO energy: -0.38234 Ha.



[5]
The following is a DFT calculation (the ωB97M-V functional and the def2-TZVPD basis) of a structure of composition C18H32N10O5PbS2 at a distorted geometry.

Cartesian coordinates (Å):
Pb: -0.085 0.454 -0.107
O: -1.212 -0.428 1.941
N: -1.978 0.383 2.654
C: -2.935 -0.180 3.431
C: -3.760 0.574 4.216
C: -3.612 1.961 4.210
C: -2.655 2.523 3.404
C: -1.819 1.733 2.602
S: -0.624 2.457 1.594
H: -2.968 -1.256 3.380
H: -4.503 0.080 4.825
H: -4.246 2.586 4.825
H: -2.515 3.595 3.359
N: 2.062 0.174 1.384
C: 3.058 -0.244 0.409
C: 4.441 -0.482 0.995
C: 5.418 -1.134 0.027
C: 4.942 -2.479 -0.484
N: 4.744 -3.446 0.602
C: 3.637 -4.124 0.855
N: 3.673 -5.121 1.761
N: 2.497 -3.833 0.251
C: 3.050 0.800 -0.745
O: 4.119 1.188 -1.195
O: 1.885 1.163 -1.144
H: 2.343 0.978 1.932
H: 1.745 -0.562 2.005
H: 2.667 -1.140 -0.072
H: 4.329 -1.108 1.890
H: 4.862 0.472 1.319
H: 6.390 -1.258 0.515
H: 5.565 -0.476 -0.827
H: 5.688 -2.896 -1.160
H: 4.015 -2.384 -1.047
H: 5.559 -3.667 1.151
H: 4.547 -5.495 2.084
H: 2.842 -5.647 1.962
H: 2.264 -2.988 -0.238
H: 1.683 -4.419 0.350
N: -1.865 -1.314 -0.714
C: -1.356 -2.068 -1.882
C: -2.357 -3.035 -2.495
C: -1.856 -3.743 -3.764
C: -1.403 -2.819 -4.891
N: -2.432 -1.839 -5.235
C: -2.316 -0.523 -5.163
N: -3.379 0.258 -5.404
N: -1.154 0.045 -4.877
C: -0.077 -2.762 -1.360
O: -0.099 -3.985 -1.182
O: 0.876 -1.966 -1.082
H: -2.027 -1.927 0.079
H: -2.715 -0.798 -0.919
H: -1.043 -1.315 -2.609
H: -3.281 -2.483 -2.697
H: -2.583 -3.810 -1.761
H: -2.649 -4.399 -4.132
H: -1.005 -4.375 -3.504
H: -1.163 -3.406 -5.777
H: -0.498 -2.290 -4.602
H: -3.340 -2.210 -5.465
H: -4.288 -0.143 -5.552
H: -3.335 1.230 -5.142
H: -0.338 -0.494 -4.656
H: -1.125 1.034 -4.688
S: -2.484 3.162 -3.713
C: -1.912 2.232 -2.511
N: -1.500 1.553 -1.647

The calculation puts the energy relative to the best compared isomer or geometry (same formula, charge and spin) at 80.1 kJ/mol. Its multiplicity is 2. Its total charge is +1. Its expectation value of S² is 0.759. For the frontier orbital gap (alpha / beta), the calculation gives 7.899 / 5.925 eV. The total energy comes out at -2617.97269 a.u. As for the LUMO energy (alpha / beta): -0.07382 / -0.16478 Ha.



[6]
The following is a DFT calculation (the ωB97M-V functional and the def2-TZVPD basis) of a structure of composition C18H32N4O3SSi2 at a distorted geometry.

Cartesian coordinates (Å):
O: 0.761 0.979 0.774
C: 0.612 1.949 1.472
O: -0.011 1.945 2.654
C: 1.221 3.244 0.979
C: 2.122 3.895 1.806
C: 2.674 5.052 1.334
N: 2.365 5.502 0.131
C: 1.519 4.880 -0.691
C: 0.896 3.731 -0.298
C: -0.103 2.943 -1.126
C: -0.729 3.698 -2.314
C: -1.343 5.080 -1.982
C: -2.192 5.124 -0.697
S: -3.970 4.812 -0.994
C: -4.404 3.866 0.438
N: -4.630 4.219 1.646
N: -4.881 3.035 2.315
C: -4.797 2.076 1.487
O: -4.496 2.533 0.237
H: -0.152 0.995 2.838
H: 2.351 3.472 2.778
H: 3.384 5.585 1.960
H: 2.808 6.369 -0.155
H: 1.349 5.305 -1.672
H: -0.930 2.690 -0.445
H: 0.326 1.974 -1.410
H: 0.072 3.838 -3.060
H: -1.470 3.073 -2.822
H: -2.017 5.323 -2.817
H: -0.609 5.893 -1.972
H: -1.859 4.452 0.099
H: -2.108 6.138 -0.285
H: -4.910 1.013 1.642
C: 0.445 -1.787 -1.640
Si: 0.944 -3.157 -0.423
C: 0.298 -2.625 1.282
C: 2.836 -3.165 -0.360
N: 0.289 -4.604 -0.957
Si: 0.489 -6.079 -0.159
C: -0.234 -6.087 1.591
C: 2.295 -6.633 -0.048
C: -0.430 -7.415 -1.135
H: 0.860 -0.819 -1.323
H: 0.822 -2.008 -2.641
H: -0.643 -1.693 -1.686
H: 0.568 -1.578 1.487
H: 0.723 -3.233 2.082
H: -0.791 -2.705 1.321
H: 3.250 -3.560 -1.289
H: 3.209 -3.765 0.472
H: 3.225 -2.145 -0.224
H: 0.378 -5.509 2.286
H: -0.288 -7.111 1.982
H: -1.246 -5.676 1.592
H: 2.785 -6.545 -1.019
H: 2.358 -7.682 0.267
H: 2.855 -6.043 0.682
H: -0.031 -7.487 -2.149
H: -1.494 -7.179 -1.196
H: -0.321 -8.393 -0.650

For the frontier orbital gap, the calculation gives 1.846 eV. The total energy comes out at -2126.92857 a.u. As for the LUMO energy: -0.11545 Ha.



[7]
The following is a DFT calculation (the ωB97M-V functional and the def2-TZVPD basis) of a cluster of 7 separate species, C18H32N4O4S in total at a distorted geometry.

Cartesian coordinates (Å):
O: -6.101 0.374 2.258
S: -5.589 -0.973 1.915
O: -6.390 -1.971 1.165
C: -3.831 -0.876 1.168
C: -2.950 -1.338 2.336
C: -3.737 -2.394 3.101
C: -5.007 -1.663 3.474
H: -3.624 0.150 0.861
H: -3.926 -1.566 0.331
H: -1.945 -1.683 2.093
H: -2.645 -0.462 2.908
H: -3.318 -2.802 4.021
H: -3.869 -3.225 2.409
H: -4.779 -0.780 4.071
H: -5.745 -2.287 3.978
C: 4.184 2.105 -2.976
C: 5.275 3.038 -3.340
C: 4.876 4.396 -3.947
O: 6.470 2.834 -3.196
H: 4.581 1.124 -2.718
H: 3.488 1.974 -3.805
H: 3.734 2.486 -2.060
H: 5.823 4.871 -4.200
H: 4.386 4.834 -3.077
H: 4.224 4.282 -4.813
C: 0.475 -0.066 0.413
C: 0.890 1.051 -0.637
C: 1.060 0.693 -2.057
O: 0.985 2.199 -0.244
H: -0.536 -0.400 0.178
H: 0.522 0.368 1.411
H: 1.187 -0.889 0.358
H: 0.396 -0.116 -2.363
H: 2.112 0.413 -2.119
H: 0.918 1.627 -2.600
C: -0.506 -2.675 -4.853
C: -1.496 -2.582 -5.887
N: -2.275 -2.548 -6.742
H: -0.670 -1.919 -4.086
H: 0.497 -2.548 -5.262
H: -0.630 -3.642 -4.364
C: 3.697 0.469 3.116
C: 3.846 0.364 4.570
N: 3.966 0.314 5.746
H: 4.649 0.320 2.606
H: 3.383 1.485 2.877
H: 2.948 -0.169 2.648
C: 0.092 4.027 2.696
C: 0.346 2.750 3.271
N: 0.515 1.721 3.760
H: 0.068 3.908 1.612
H: 0.907 4.727 2.879
H: -0.884 4.376 3.031
C: -1.623 -4.394 -0.069
C: -1.727 -3.170 -0.834
N: -1.786 -2.195 -1.409
H: -2.440 -5.077 -0.303
H: -1.852 -4.091 0.953
H: -0.619 -4.778 -0.253

The calculation puts the energy relative to the best compared isomer or geometry (same formula, charge and spin) at 455.2 kJ/mol. The SMILES is O=S1(=O)CCCC1.CC(C)=O.CC(C)=O.CC#N.CC#N.CC#N.CC#N. For the frontier orbital gap, the calculation gives 9.737 eV. The total energy comes out at -1623.13524 a.u. As for the LUMO energy: -0.00240 Ha.



[8]
The following is a DFT calculation (the ωB97M-V functional and the def2-TZVPD basis) of a structure of composition C18H32N8O5PReS3Te at a distorted geometry.

Cartesian coordinates (Å):
Re: 0.216 -0.291 1.079
N: -1.721 -0.103 -0.027
C: -2.047 -1.378 -0.717
C: -2.956 -1.205 -1.936
C: -2.510 -0.191 -3.018
C: -2.027 -0.790 -4.347
N: -0.785 -1.556 -4.295
C: 0.411 -1.031 -4.023
N: 0.641 0.264 -4.210
N: 1.391 -1.829 -3.603
C: -0.751 -2.138 -1.024
O: -0.763 -3.035 -1.849
O: 0.297 -1.770 -0.365
H: -2.520 0.235 0.499
H: -1.477 0.622 -0.702
H: -2.568 -1.999 0.018
H: -3.938 -0.912 -1.560
H: -3.073 -2.193 -2.381
H: -1.731 0.480 -2.639
H: -3.359 0.445 -3.272
H: -1.924 0.004 -5.089
H: -2.782 -1.474 -4.730
H: -0.893 -2.510 -3.978
H: -0.054 0.856 -4.629
H: 1.481 0.699 -3.863
H: 1.138 -2.707 -3.170
H: 2.282 -1.438 -3.349
S: 2.247 -0.974 2.096
C: 1.285 -2.034 3.081
S: -0.402 -1.975 2.618
C: 1.721 -2.776 4.131
C: 0.754 -3.440 4.952
N: -0.062 -3.892 5.625
C: 3.103 -2.838 4.488
N: 4.218 -2.886 4.763
C: 1.170 3.995 -4.045
C: 0.768 3.496 -2.674
O: 1.774 2.578 -2.202
P: 1.816 2.148 -0.635
O: 0.852 0.930 -0.556
Te: 1.583 3.976 0.803
O: 3.285 1.570 -0.503
C: 3.770 0.430 -1.235
C: 4.478 0.847 -2.509
H: 0.473 4.769 -4.366
H: 1.180 3.208 -4.800
H: 2.168 4.430 -3.999
H: -0.205 2.991 -2.686
H: 0.704 4.331 -1.977
H: 2.935 -0.251 -1.423
H: 4.458 -0.073 -0.559
H: 3.820 1.427 -3.155
H: 4.828 -0.038 -3.045
H: 5.342 1.464 -2.268
S: -0.217 1.536 2.635
C: -1.103 0.749 3.939
N: -2.427 0.678 3.898
C: -3.241 0.077 4.962
C: -2.500 0.173 6.286
C: -1.087 -0.360 6.128
N: -0.452 0.318 4.996
H: -2.873 1.141 3.124
H: -3.445 -0.966 4.712
H: -4.189 0.609 5.007
H: -3.030 -0.400 7.044
H: -2.464 1.215 6.610
H: -1.078 -1.438 5.950
H: -0.492 -0.162 7.017
H: 0.555 0.360 4.951

Its multiplicity is 4. Its total charge is +1. Its expectation value of S² is 3.776. For the frontier orbital gap (alpha / beta), the calculation gives 7.036 / 5.775 eV. The total energy comes out at -3401.57507 a.u. As for the LUMO energy (alpha / beta): -0.09882 / -0.14485 Ha.